Entry from the OMol25 dataset: a molecular structure, C37H88AsF6N4O18 at a distorted geometry (ωB97M-V/def2-TZVPD).

## Properties
Molar mass (u): 1066.03
HOMO-LUMO gap (Ha): 0.3098
E (eV): -159753.79374
Maximum force (eV Å⁻¹): 3.060
Net charge: -1

Geometry (Å):
As 0.8782 -0.7724 -0.0250
F -0.3467 -0.5864 -1.3305
F 2.0174 -1.5662 -1.1598
F 2.1190 -1.0194 1.2834
F -0.2249 -0.0407 1.1588
F 0.2546 -2.3975 0.3424
F 1.6093 0.8293 -0.3354
C 1.6048 -5.0540 -0.9284
C 2.5382 -4.5360 0.2249
O 3.2830 -5.5853 0.8663
C 4.3464 -6.2067 0.2497
O 4.9960 -5.7676 -0.7117
O 4.5305 -7.3894 0.8097
C 5.5473 -8.2421 0.3723
H 1.0227 -4.1954 -1.2632
H 0.8962 -5.8459 -0.6859
H 2.2418 -5.2988 -1.7784
H 1.9276 -4.0673 0.9967
H 3.2664 -3.8476 -0.2040
H 5.1291 -9.2485 0.3907
H 6.3188 -8.0721 1.1233
H 5.8371 -7.9876 -0.6471
C 1.0822 0.8062 -9.2411
C 0.0069 0.2312 -8.3025
O 0.6158 -0.4996 -7.2674
C -0.0996 -0.9406 -6.2396
O -1.3192 -0.9838 -6.2836
O 0.6915 -1.5357 -5.3459
C 0.1415 -2.0491 -4.1556
H 0.6200 1.3377 -10.0730
H 1.7888 0.0614 -9.6073
H 1.7439 1.5327 -8.7694
H -0.7171 -0.3896 -8.8302
H -0.5735 1.0373 -7.8535
H 0.9730 -2.4302 -3.5628
H -0.6087 -2.8100 -4.3708
H -0.3433 -1.2398 -3.6095
C -3.7935 7.6717 -1.8257
C -3.3602 6.2261 -2.0076
O -2.9024 5.8217 -0.7157
C -2.4787 4.5382 -0.5446
O -2.6034 3.5647 -1.2581
O -1.8602 4.4437 0.6598
C -1.2813 3.2166 1.0791
H -4.5533 7.7021 -1.0448
H -4.2957 8.0143 -2.7304
H -3.0318 8.4038 -1.5573
H -2.5563 6.1951 -2.7430
H -4.1530 5.5513 -2.3306
H -2.0302 2.4684 1.3387
H -0.6654 3.4456 1.9488
H -0.5535 2.7581 0.4096
C -2.9938 -2.2770 -2.3170
O -3.7041 -2.0227 -1.1256
C -3.0941 -0.9881 -0.3431
C -3.0268 0.4175 -0.9719
N -4.3096 1.1494 -1.0474
C -5.3922 0.4318 -1.7672
C -6.6289 1.3398 -1.9988
O -6.2394 2.4974 -2.7505
C -7.3841 3.3189 -3.0649
H -1.9224 -2.4681 -2.2560
H -3.0319 -1.4786 -3.0581
H -3.3107 -3.1921 -2.8173
H -2.1827 -1.3650 0.1210
H -3.7188 -0.8942 0.5452
H -2.6347 0.3044 -1.9827
H -2.2982 1.0149 -0.4238
H -4.1521 2.0108 -1.5507
H -5.6359 -0.4856 -1.2313
H -5.0462 0.1762 -2.7687
H -7.0659 1.6159 -1.0392
H -7.3844 0.7184 -2.4796
H -7.0673 4.2033 -3.6177
H -7.8707 3.5907 -2.1281
H -8.1104 2.7809 -3.6742
C 3.2054 -4.9121 4.1985
O 1.8321 -4.7731 3.7799
C 1.3907 -3.4164 3.8532
C -0.0340 -3.4395 3.2888
N -1.0589 -4.0442 4.1462
C -2.3668 -4.0526 3.5258
C -3.2641 -5.1702 4.1072
O -2.7033 -6.4855 4.0043
C -2.6307 -7.0141 2.6882
H 3.7747 -4.3237 3.4789
H 3.4420 -5.9747 4.1434
H 3.3674 -4.4306 5.1629
H 2.0100 -2.7251 3.2817
H 1.2944 -3.0333 4.8691
H -0.0073 -4.1089 2.4289
H -0.3357 -2.4280 3.0167
H -0.8208 -5.0001 4.3689
H -2.2598 -4.0831 2.4414
H -2.9068 -3.1063 3.5601
H -4.2899 -5.1607 3.7387
H -3.4482 -4.8974 5.1464
H -1.9550 -6.3612 2.1357
H -3.6390 -7.0058 2.2743
H -2.3031 -8.0537 2.6881
C 3.8039 3.7369 -0.2749
O 3.1845 4.3552 -1.3681
C 1.8879 4.8758 -1.1133
C 1.1623 5.4138 -2.3352
N 1.1284 4.4855 -3.4668
C 0.1173 3.3888 -3.2912
C 0.1924 2.3091 -4.4827
O 1.4569 1.6596 -4.5718
C 1.9482 1.0866 -3.3836
H 4.0459 4.3832 0.5688
H 4.8082 3.3859 -0.5125
H 3.1682 2.9615 0.1526
H 1.9623 5.7494 -0.4658
H 1.2029 4.1518 -0.6720
H 1.7923 6.2022 -2.7469
H 0.1747 5.8667 -2.2481
H 2.0505 4.0781 -3.5299
H -0.8870 3.8038 -3.3765
H 0.2218 2.9772 -2.2873
H -0.0925 2.7079 -5.4563
H -0.5868 1.5864 -4.2406
H 2.1907 1.8114 -2.6065
H 2.9273 0.6811 -3.6387
H 1.3614 0.2443 -3.0170
C 4.2984 2.8500 3.8164
O 3.3073 2.0780 4.4025
C 2.2160 1.7670 3.4769
C 1.3019 0.6512 4.0563
N 0.9692 0.7434 5.4662
C 0.0235 1.8156 5.8119
C -0.1840 1.9723 7.2896
O 1.1801 1.9257 7.8757
C 1.2442 2.3060 9.2145
H 5.0234 3.1111 4.5873
H 3.8417 3.7690 3.4490
H 4.8008 2.2495 3.0581
H 2.5478 1.4067 2.5031
H 1.6559 2.6797 3.2738
H 1.7187 -0.3108 3.7579
H 0.3276 0.6826 3.5685
H 0.5151 -0.1551 5.5478
H -0.8864 1.5528 5.2724
H 0.5319 2.7186 5.4738
H -0.7799 1.1098 7.5880
H -0.7932 2.8737 7.3556
H 0.6588 1.7364 9.9363
H 0.9614 3.3585 9.2322
H 2.2800 2.2859 9.5534
C 4.8784 0.2647 -0.9645
O 4.6926 0.5052 0.4545
H 4.9401 -0.8210 -0.8893
H 4.0831 0.5204 -1.6646
H 5.8518 0.5391 -1.3711
H 3.8081 0.2620 0.7374